Below is a single C3H2N2O molecule at a distorted geometry, with properties calculated with the ωB97M-V functional and the def2-TZVPD basis.

Properties
* lowest unoccupied orbital energy: 0.25 eV
* HOMO level: -10.968 eV
* gap between HOMO and LUMO: 11.22 eV
* multiplicity: 1

Cartesian coordinates (Å):
N1 -2.306 0.475 0.778
C1 -1.422 -0.215 0.467
C2 -0.206 -0.830 -0.056
N2 0.886 -0.004 0.216
C3 1.313 1.089 -0.067
O1 2.049 1.943 -0.305
H1 -0.420 -0.628 -1.145
H2 0.107 -1.830 0.112

Below is a single C3H2N2O molecule at a distorted geometry, with properties calculated with the ωB97M-V functional and the def2-TZVPD basis.

Properties
* lowest unoccupied orbital energy: 0.11 eV
* HOMO level: -12.315 eV
* gap between HOMO and LUMO: 12.43 eV
* multiplicity: 1

Cartesian coordinates (Å):
N1 0.795 2.066 0.653
C1 0.536 0.977 0.402
C2 0.333 -0.432 0.072
O1 -0.208 -1.233 0.977
C3 -0.608 -0.140 -1.324
N2 -1.452 0.164 -2.042
H1 1.396 -0.736 -0.220
H2 -0.792 -0.666 1.482

Below is a single C3H2N2O molecule at a distorted geometry, with properties calculated with the ωB97M-V functional and the def2-TZVPD basis.

Properties
* lowest unoccupied orbital energy: -2.49 eV
* HOMO level: -10.255 eV
* gap between HOMO and LUMO: 7.76 eV
* multiplicity: 1

Cartesian coordinates (Å):
O1 2.196 -0.118 -0.236
C1 0.940 0.002 0.009
C2 -0.190 -1.072 0.017
N1 -1.364 -0.695 -0.132
N2 -1.331 0.635 -0.287
C3 -0.101 1.121 0.040
H1 -0.244 -2.186 0.227
H2 0.094 2.313 0.361

Below is a 2-piece molecular cluster, C3H2N2O2 overall at a distorted geometry, with properties calculated with the ωB97M-V functional and the def2-TZVPD basis.

Properties
* lowest unoccupied orbital energy (alpha / beta): -0.98 / -0.98 eV
* HOMO level (alpha / beta): -9.941 / -9.942 eV
* gap between HOMO and LUMO (alpha / beta): 8.96 / 8.96 eV
* multiplicity: 1

Cartesian coordinates (Å):
O1 0.675 2.405 -0.819
C1 0.288 1.348 -0.540
C2 -0.017 -0.061 -1.084
N1 0.815 -0.938 -0.397
C3 0.120 -1.184 0.678
N2 -1.064 -0.475 0.753
O2 -1.287 -0.196 -0.606
H1 -0.378 0.758 0.745
H2 0.468 -1.765 1.525

Below is a single C3H2N2O2 molecule at a distorted geometry, with properties calculated with the ωB97M-V functional and the def2-TZVPD basis.

Properties
* lowest unoccupied orbital energy: -1.03 eV
* HOMO level: -10.579 eV
* gap between HOMO and LUMO: 9.55 eV
* multiplicity: 1

Cartesian coordinates (Å):
O1 -1.296 -0.857 -1.360
C1 -0.128 -0.927 -1.139
C2 0.234 -1.121 0.589
N1 -0.111 -0.310 1.406
C3 -0.077 1.063 1.135
N2 0.358 1.407 -0.021
O2 0.781 0.423 -0.793
H1 0.656 -1.458 -1.682
H2 -0.416 1.781 1.866

Below is a single C3H2N2O2 molecule at a distorted geometry, with properties calculated with the ωB97M-V functional and the def2-TZVPD basis.

Properties
* lowest unoccupied orbital energy: -0.12 eV
* HOMO level: -10.464 eV
* gap between HOMO and LUMO: 10.34 eV
* multiplicity: 1

Cartesian coordinates (Å):
N1 -1.416 -0.582 0.222
C1 -0.126 -0.253 0.610
O1 0.753 -0.755 -0.257
C2 1.961 -0.007 -0.136
O2 2.892 -0.187 -0.843
C3 -2.052 0.623 0.168
N2 -2.300 1.749 0.076
H1 -1.603 -1.208 -0.560
H2 1.815 0.751 0.642

Computed values of ΔE to the lowest compared entry with this formula, charge and spin (unit: eV) for the preceding records, in sequence: 0.009 1.120 3.378 5.698 4.885 3.119.